one | Formula: C3H10NO2
Source: the OMol25 dataset
Level of theory: ωB97M-V/def2-TZVPD

Summary:
M in g mol⁻¹: 92.12
HOMO in eV: -3.3

```
! wB97M-V def2-TZVPD RIJCOSX def2/J DEFGRID3
* xyz -1 1
C 0.33 0.61 -0.25
O 0.42 1.59 0.68
C -0.04 -0.76 0.39
C -0.20 -1.88 -0.64
N 0.96 -1.14 1.39
H 1.29 0.44 -0.80
H -0.48 0.78 -1.02
H -0.98 -0.60 0.91
H -0.48 -1.47 -1.62
H 0.70 -2.46 -0.77
H -0.99 -2.58 -0.35
H 1.83 -1.35 0.91
H 1.15 -0.26 1.89
H -0.51 2.85 0.22
H -1.76 2.79 -0.69
O -1.22 3.44 -0.23
*
```

The computed Löwdin charges, all in e, follow:
1 C -0.46
2 O -0.33
3 C -0.48
4 C -0.10
5 N 0.00
6 H 0.10
7 H 0.09
8 H 0.12
9 H 0.06
10 H 0.05
11 H 0.06
12 H 0.05
13 H 0.05
14 H -0.01
15 H -0.01
16 O -0.18

=====

two | Formula: C3H10NO2
Source: the OMol25 dataset
Level of theory: ωB97M-V/def2-TZVPD

Summary:
M in g mol⁻¹: 92.12
HOMO in eV: -3.9

```
! wB97M-V def2-TZVPD RIJCOSX def2/J DEFGRID3
* xyz -1 1
C -0.88 -0.38 0.96
N 0.48 -0.85 0.76
C 1.54 0.17 0.91
O 1.87 0.83 -0.22
C -1.75 -0.37 -0.33
H -1.44 -0.99 1.69
H -0.87 0.65 1.33
H 0.54 -1.22 -0.19
H 2.41 -0.37 1.35
H 1.20 0.84 1.73
H -1.31 -1.10 -1.01
H -1.72 0.61 -0.81
H -2.78 -0.67 -0.11
H 0.59 1.55 -2.47
H 1.38 0.71 -1.25
O 0.74 0.60 -2.35
*
```

The computed Löwdin charges, all in e, follow:
1 C -0.31
2 N -0.07
3 C -0.44
4 O -0.19
5 C -0.11
6 H 0.08
7 H 0.09
8 H 0.08
9 H 0.08
10 H 0.09
11 H 0.05
12 H 0.06
13 H 0.05
14 H -0.07
15 H -0.03
16 O -0.37

=====

Result of the stability comparison: two is the least stable of them.

=====

one | Formula: H3O6
Source: the OMol25 dataset
Level of theory: ωB97M-V/def2-TZVPD

Summary:
M in g mol⁻¹: 99.02
HOMO (alpha / beta) in eV: -15.5 / -16.2

```
! wB97M-V def2-TZVPD RIJCOSX def2/J DEFGRID3
* xyz 1 1
O -0.67 -1.25 0.46
O -1.35 0.76 0.11
O 1.70 1.13 0.39
O 1.22 -1.05 0.13
O -1.27 -0.41 -0.45
O 1.41 -0.03 -0.46
H -0.78 -2.19 0.15
H -2.25 1.11 -0.23
H 2.01 1.92 -0.11
*
```

The computed Löwdin charges, all in e, follow:
1 O 0.11
2 O 0.06
3 O 0.12
4 O 0.15
5 O -0.04
6 O 0.03
7 H 0.21
8 H 0.20
9 H 0.16

=====

two | Formula: H3O6
Source: the OMol25 dataset
Level of theory: ωB97M-V/def2-TZVPD

Summary:
M in g mol⁻¹: 99.02
HOMO (alpha / beta) in eV: -15.9 / -16.0

```
! wB97M-V def2-TZVPD RIJCOSX def2/J DEFGRID3
* xyz 1 1
O 0.28 0.27 1.68
O -1.04 -0.99 -1.21
O -0.02 1.09 -1.34
O -0.64 -0.03 2.51
O 0.88 -0.65 -0.21
O 0.19 -0.33 -1.17
H 1.22 -0.13 1.98
H -1.75 -0.67 -0.58
H 0.88 1.43 -1.66
*
```

The computed Löwdin charges, all in e, follow:
1 O -0.03
2 O 0.18
3 O 0.18
4 O 0.08
5 O 0.15
6 O -0.19
7 H 0.22
8 H 0.20
9 H 0.21

=====

Result of the stability comparison: two is the least stable of them.

=====

one | Formula: C2H3N2OP
Source: the OMol25 dataset
Level of theory: ωB97M-V/def2-TZVPD

Summary:
M in g mol⁻¹: 102.03
HOMO in eV: -8.1

```
! wB97M-V def2-TZVPD RIJCOSX def2/J DEFGRID3
* xyz 0 1
O -1.59 -1.25 0.05
N -0.34 -0.65 0.01
C -0.30 0.70 0.08
C 0.97 1.19 -0.01
P 2.25 -0.01 0.05
N 0.58 -1.44 0.06
H -1.64 -2.12 -0.33
H -1.26 1.32 0.16
H 1.33 2.26 -0.08
*
```

The computed Löwdin charges, all in e, follow:
1 O 0.02
2 N -0.41
3 C -0.22
4 C -0.51
5 P 0.84
6 N -0.02
7 H 0.10
8 H 0.14
9 H 0.06

=====

two | Formula: C2H3N2OP
Source: the OMol25 dataset
Level of theory: ωB97M-V/def2-TZVPD

Summary:
M in g mol⁻¹: 102.03
HOMO (alpha / beta) in eV: -7.9 / -7.9

```
! wB97M-V def2-TZVPD RIJCOSX def2/J DEFGRID3
* xyz 0 1
C -0.19 0.65 0.12
C -0.19 0.45 1.49
N 0.38 -1.56 -0.36
N 0.12 -0.41 -0.65
O 0.17 -0.06 -2.04
P 0.14 -1.08 2.18
H -0.41 1.58 -0.37
H -0.45 1.29 2.13
H 0.43 -0.87 -2.51
*
```

The computed Löwdin charges, all in e, follow:
1 C -0.23
2 C -0.57
3 N 0.08
4 N -0.40
5 O 0.01
6 P 0.86
7 H 0.11
8 H 0.04
9 H 0.10

=====

Result of the stability comparison: two is the least stable of them.